(P)
Formula: C5H9N2P
Source: the Open Molecules 2025 dataset
Level of theory: wB97M-V/def2-TZVPD

Summary:
SMILES: PC1=NNCCC=C1
LUMO level (alpha / beta): 0.07 / 0.07 eV
HOMO energy (alpha / beta): -7.83 / -7.82 eV

Element x y z (Å)
1 P -3.2897 0.1214 -0.3050
2 C -1.3569 0.1646 -0.0377
3 N -0.8458 -1.0334 0.3390
4 N 0.4694 -1.3186 0.4003
5 C 1.5161 -0.6783 -0.3546
6 C 1.8176 0.7898 0.1267
7 C 0.4575 1.3642 0.4807
8 C -0.6261 1.4434 -0.3812
9 H -3.5216 -0.4689 0.9718
10 H -3.2364 -1.1568 -0.9881
11 H 0.6275 -2.3916 0.5099
12 H 1.4144 -0.6578 -1.4075
13 H 2.4201 -1.2309 -0.1092
14 H 2.3177 0.6731 1.1283
15 H 2.4077 1.3891 -0.5156
16 H 0.2226 1.1430 1.4718
17 H -0.7942 1.8475 -1.3296

---

(Q)
Formula: C5H9N2P
Source: the Open Molecules 2025 dataset
Level of theory: wB97M-V/def2-TZVPD

Summary:
SMILES: CCc1p[nH]nc1C
LUMO level: 0.75 eV
HOMO energy: -8.67 eV

Element x y z (Å)
1 C -0.8006 -2.1344 0.9588
2 C -0.0893 -0.8430 1.3137
3 C -0.4846 0.4166 0.2781
4 P -1.9755 1.2708 0.2539
5 N -1.2593 2.2397 -1.0201
6 N -0.0155 1.9589 -1.3812
7 C 0.4478 0.9185 -0.6433
8 C 1.8878 0.5095 -1.0314
9 H -2.0125 -2.1102 0.9525
10 H -0.5658 -2.8923 1.6300
11 H -0.7684 -2.4076 -0.0434
12 H 1.0591 -0.9984 1.2969
13 H -0.4955 -0.5000 2.3702
14 H -1.6058 3.1389 -1.5113
15 H 2.4852 1.4819 -1.2811
16 H 1.9877 -0.1166 -2.0145
17 H 2.2052 0.0676 -0.1277

---

Here is how they stack up, most stable first: (Q), (P).

---

(P)
Formula: C4H6N
Source: the Open Molecules 2025 dataset
Level of theory: wB97M-V/def2-TZVPD

Summary:
LUMO level: -5.04 eV
Charge: +1
HOMO energy: -13.78 eV

Element x y z (Å)
1 C -0.2296 0.9469 -0.6951
2 C -0.8262 2.0699 -0.7040
3 C 0.5786 -1.1025 0.4898
4 C -0.5035 -1.4355 1.3843
5 N 0.3253 -0.1785 -0.6661
6 H -1.8730 2.1471 -0.9634
7 H -0.3448 3.0106 -0.4805
8 H 1.5693 -0.8365 0.8880
9 H 0.6660 -2.1167 0.0511
10 H -0.1271 -2.0091 2.2308
11 H 0.7649 -0.4959 -1.5348

---

(Q)
Formula: C4H6N
Source: the Open Molecules 2025 dataset
Level of theory: wB97M-V/def2-TZVPD

Summary:
SMILES: C#[N+]C1CC1
LUMO level: -5.15 eV
Charge: +1
HOMO energy: -15.83 eV

Element x y z (Å)
1 C -0.2683 -0.6637 2.3151
2 N -0.4810 -0.4634 1.1550
3 C -0.6150 -0.0707 -0.1274
4 C 0.2033 1.0577 -0.7534
5 C 0.5594 -0.3154 -1.0419
6 H -0.0372 -1.1034 3.2132
7 H -1.6558 -0.1825 -0.6350
8 H 0.8424 1.7827 -0.1127
9 H -0.2948 1.4313 -1.5716
10 H 0.2578 -0.7120 -1.9414
11 H 1.4894 -0.7607 -0.5001

---

Here is how they stack up, most stable first: (Q), (P).

---

(P)
Formula: C6H18N3
Source: the Open Molecules 2025 dataset
Level of theory: wB97M-V/def2-TZVPD

Summary:
LUMO level: -2.99 eV
Charge: +1
HOMO energy: -13.84 eV

Element x y z (Å)
1 C -0.8985 1.1295 -1.7597
2 C -1.5460 0.2625 -2.8529
3 C -1.9223 2.2099 -1.2944
4 H 0.0603 1.6343 -1.9496
5 H -0.5394 0.4159 -0.9261
6 H -1.2541 -0.7726 -2.7526
7 H -2.6392 0.3946 -2.8493
8 H -2.1504 2.0915 -0.2373
9 H -2.8503 2.1241 -1.8727
10 H -1.2355 0.6774 -3.8174
11 H -1.6273 3.2246 -1.5736
12 C 1.3402 -1.4149 0.0174
13 C 0.7731 -2.5533 -0.8571
14 C 0.6125 0.0822 1.8079
15 N 0.7958 -1.1560 1.3337
16 N 1.4494 1.0189 1.4086
17 N -0.2980 0.2800 2.7641
18 H 2.3786 -1.7579 0.2865
19 H 1.2650 -0.6012 -0.7095
20 H -0.3017 -2.2244 -0.7719
21 H 0.7548 -3.6004 -0.5648
22 H 0.5115 -2.0006 1.8086
23 H 2.3231 0.8600 0.9247
24 H 1.4709 1.9800 1.7231
25 H -1.2093 -0.1490 2.7479
26 H -0.2838 1.1727 3.2361
27 H 1.2102 -2.4557 -1.8496

---

(Q)
Formula: C6H18N3
Source: the Open Molecules 2025 dataset
Level of theory: wB97M-V/def2-TZVPD

Summary:
LUMO level: -4.06 eV
Charge: +1
HOMO energy: -12.48 eV

Element x y z (Å)
1 C 1.3525 -0.5936 -3.0431
2 C -1.6349 -1.2110 1.6179
3 C -0.3465 -1.0118 3.7210
4 C 0.8908 1.9739 -0.9418
5 C 0.6102 -0.4898 -1.7526
6 C -0.4480 -0.6583 2.3521
7 N -1.1350 1.0623 -1.9714
8 N 0.3192 0.1682 1.6466
9 N 0.1279 0.7582 -1.2310
10 H 1.4975 -1.6410 -3.1918
11 H 0.8084 -0.2176 -3.8241
12 H 2.3158 -0.0343 -2.9247
13 H -1.4257 -1.5440 0.5738
14 H -2.1585 -2.0128 2.0930
15 H -2.1646 -0.2491 1.5655
16 H 0.3901 -0.3179 4.0977
17 H -0.0397 -2.0481 3.6767
18 H -1.2465 -0.9503 4.3820
19 H 0.4026 2.5939 0.0220
20 H 1.8662 1.6827 -0.6455
21 H 0.8833 2.8499 -1.7749
22 H 1.2231 -1.0227 -1.0056
23 H -0.3360 -1.0753 -1.9252
24 H 1.0086 0.7578 2.1046
25 H -1.0881 1.6825 -2.8182
26 H -1.9772 1.3799 -1.3731
27 H 0.3045 0.1681 0.5700

---

Here is how they stack up, most stable first: (P), (Q).